A molecular structure, C2H13N2OTi, computed with wB97M-V/def2-TZVPD.

* net charge: +1
* LUMO level (spin up / spin down): -3.7070 / -3.7074 eV
* orbital gap (spin up / spin down): 0.332 / 0.332 Ha
* HOMO (spin up / spin down): -12.8 / -12.8 eV
* DFT total energy: -1117.9555 hartree

Last column: Mulliken charge in e.
CARTESIAN COORDINATES (ANGSTROEM)
C: 1.784 0.693 -1.533  -1.30
Ti: 0.787 0.102 0.234  0.90
N: -0.484 -1.213 1.548  -0.65
N: 0.180 -1.824 -1.051  -0.67
H: -1.446 -1.316 1.203  0.31
H: 1.474 0.163 1.665  0.06
H: 1.926 1.722 -1.105  0.42
H: 1.039 0.539 -2.362  0.31
H: 2.687 0.050 -1.418  0.44
H: -0.830 -1.933 -1.196  0.27
H: 0.454 -2.649 -0.509  0.32
H: 0.563 -2.021 -1.980  0.29
H: -0.135 -2.147 1.781  0.29
H: -0.541 -0.694 2.428  0.32
C: -1.528 2.136 0.458  -0.66
O: -0.402 1.317 0.173  -0.49
H: -1.521 3.096 -0.081  0.27
H: -1.538 2.358 1.533  0.30
H: -2.470 1.623 0.214  0.27